# C2H9N3O

3 unconnected molecules or ions with the total composition C2H9N3O in a non-equilibrium geometry (ωB97M-V/def2-TZVPD, the OMol25 dataset).

The geometry in XYZ format:
```
15
Properties=species:S:1:pos:R:3:forces:R:3
C -0.164 0.441 -0.473 -3.224 0.192 -4.097
N -1.360 0.327 0.270 0.376 0.132 0.339
N -0.987 0.409 -2.306 0.520 0.296 1.283
H -2.052 -0.145 -0.302 0.100 0.133 0.070
H -1.718 1.235 0.535 -0.040 -0.056 -0.065
H -0.560 -0.327 -2.877 0.133 0.197 0.201
H -0.667 1.284 -2.726 -0.049 -0.177 -0.049
H 0.222 -0.501 -0.852 0.752 0.334 0.779
H 0.277 1.422 -0.631 0.235 -0.630 0.198
C 0.933 -1.008 1.762 0.094 -0.409 -0.213
N 1.172 0.239 1.028 2.167 0.452 0.794
O 2.326 0.494 0.727 -1.365 -0.661 0.569
H -0.122 -1.254 1.616 0.189 0.030 0.086
H 1.110 -0.807 2.819 0.060 0.066 -0.027
H 1.591 -1.806 1.410 0.052 0.102 0.133
```
Forces are in eV/Å.

For the total energy, the calculation gives -320.90118 Eh. The value obtained for the relative energy (zero: lowest compared OMol25 entry of this formula, charge and spin) is 144.7 kcal/mol. As for the frontier orbital gap (alpha / beta): 7.218 / 7.236 eV. The charge is 0.

---

# C2H9N3O

2 unconnected molecules or ions with the total composition C2H9N3O in a non-equilibrium geometry (ωB97M-V/def2-TZVPD, the OMol25 dataset).

The geometry in XYZ format:
```
15
Properties=species:S:1:pos:R:3:forces:R:3
H 1.401 0.379 1.749 1.008 -0.175 -0.093
N 1.277 -0.123 0.871 -1.207 -0.223 -0.122
C 0.502 -1.119 1.178 0.493 1.340 0.518
N 0.524 -1.710 2.435 -0.526 -0.132 0.041
N -0.506 -1.547 0.385 -0.503 -1.241 -0.786
C -0.587 -1.333 -1.076 0.924 0.484 1.676
H -0.058 -2.519 2.582 0.126 0.040 0.135
H 1.409 -1.717 2.906 0.044 -0.007 -0.054
H -0.882 -2.451 0.626 0.122 0.022 0.134
H 0.405 -1.481 -1.465 0.354 -0.400 -0.620
H -0.793 -0.285 -1.272 -0.651 -0.106 -0.202
H -1.291 -2.087 -1.401 -0.182 0.405 -0.625
O -0.271 5.206 -2.833 -0.185 0.119 0.153
H -1.129 5.639 -2.774 -0.001 -0.016 -0.179
H -0.001 5.149 -1.912 0.186 -0.111 0.023
```
Forces are in eV/Å.

For the total energy, the calculation gives -321.08953 Eh. The value obtained for the relative energy (zero: lowest compared OMol25 entry of this formula, charge and spin) is 26.5 kcal/mol. As for the frontier orbital gap: 9.301 eV. The charge is 0. As for the SMILES: [H]/N=C(\N)NC.O.

---

# C2H9N3O

C2H9N3O in the gas phase in a non-equilibrium geometry (ωB97M-V/def2-TZVPD, the OMol25 dataset).

The geometry in XYZ format:
```
15
Properties=species:S:1:pos:R:3:forces:R:3
N -0.057 2.170 -0.435 -2.230 -3.323 1.388
C -0.858 0.667 0.074 2.348 5.860 -2.127
C 0.094 -0.152 -0.651 -2.044 -4.280 2.543
O 1.431 -0.081 -0.349 0.096 0.034 -0.119
N -0.629 -1.549 0.247 1.847 0.903 -1.773
N 0.224 -1.958 1.321 0.193 0.101 -0.410
H 0.628 2.394 0.286 -0.579 0.961 -1.187
H -0.510 2.587 -1.243 0.777 0.714 1.050
H -0.853 0.695 1.158 0.154 -0.274 -0.151
H -1.843 0.729 -0.374 0.039 -0.305 0.201
H -0.123 -0.319 -1.703 -0.044 0.097 0.064
H 1.891 0.267 -1.126 -0.108 -0.056 0.343
H -0.601 -2.265 -0.479 0.079 -0.291 0.563
H -0.002 -1.428 2.159 -0.211 -0.026 -0.316
H 1.208 -1.756 1.115 -0.317 -0.116 -0.069
```
Forces are in eV/Å.

For the total energy, the calculation gives -320.95261 Eh. The value obtained for the relative energy (zero: lowest compared OMol25 entry of this formula, charge and spin) is 112.4 kcal/mol. As for the frontier orbital gap: 8.906 eV. The charge is 0. As for the SMILES: NC[C@@H](O)NN.